[1]
C5H6O8S2 | the ωB97M-V functional and the def2-TZVPD basis

As for the relative energy (zero: lowest compared OMol25 entry of this formula, charge and spin): 181.5 kJ/mol. The calculation puts the HOMO energy at -1.1 eV. Its total charge is -2. The energy comes out at -43330.6960 eV. For the orbital gap, the calculation gives 0.2403 Eh.

XYZ file:
```
21
C5H6O8S2 | the Open Molecules 2025 dataset | the ωB97M-V functional and the def2-TZVPD basis
C 1.35242 -0.80799 -1.25942
C 2.51254 -1.03933 1.27027
C -2.49622 -1.13333 -1.49245
C -0.12722 1.84270 1.12531
C 1.76621 -0.15880 0.00771
O 2.56956 -0.34083 -1.22921
O 3.25642 -1.88260 0.85488
O 0.67111 -1.50644 -1.91601
O 2.13196 -0.69930 2.36948
O -2.64867 0.52796 0.63859
O -3.00284 -1.87652 1.05552
O 1.03369 2.09011 -1.15315
O 2.56054 2.21529 0.71329
S -2.13330 -0.83917 0.43319
S 1.36915 1.58103 0.17379
H -2.90821 -2.14883 -1.66472
H -3.05216 -0.37447 -2.03370
H -1.49718 -0.95061 -1.86579
H 0.04283 1.32392 1.99891
H -0.32313 2.92338 1.26742
H -1.07749 1.25384 0.70608
```

Here are the Mulliken charges for atoms 1 to 4, given in e: -0.02, 0.45, -0.78, -0.78


[2]
C6H14N3S | the ωB97M-V functional and the def2-TZVPD basis

As for the relative energy (zero: lowest compared OMol25 entry of this formula, charge and spin): 521.3 kJ/mol. The calculation puts the HOMO energy (alpha / beta) at -10.2 / -10.2 eV. Its total charge is +1. The energy comes out at -21743.2170 eV. For the orbital gap (alpha / beta), the calculation gives 0.2015 / 0.2017 Eh.

XYZ file:
```
24
C6H14N3S | the Open Molecules 2025 dataset | the ωB97M-V functional and the def2-TZVPD basis
C 2.41568 -0.33079 -0.19623
C 1.36387 -1.52215 -0.00561
C 2.13972 2.05489 -0.04692
C -2.02649 -0.84379 0.68093
C -2.79605 1.20457 -0.05000
C -0.68591 -0.25997 0.41672
N 1.92546 0.84552 0.42475
N 0.08151 -1.10512 -0.60235
N -3.08951 -0.14399 -0.09895
S -0.87914 1.39629 -0.23653
H 3.34079 -0.61510 0.31618
H 2.65279 -0.15621 -1.19322
H 1.99499 -2.23126 -0.44740
H 1.15628 -1.76607 1.10822
H 2.62377 2.06650 -0.99715
H 1.88508 3.05785 0.35499
H -2.06321 -1.91878 0.53705
H -2.28378 -0.68885 1.75043
H -3.28868 1.80162 -0.75613
H -2.89159 1.73119 0.92575
H 1.61824 0.66207 1.41059
H 0.23800 -0.73525 -1.50317
H -0.40427 -1.88088 -0.89190
H -3.02755 -0.62230 -0.90005
```

Here are the Mulliken charges for atoms 1 to 4, given in e: -0.88, -0.62, -0.11, -1.06


[3]
C4H4LiN2SSe | the ωB97M-V functional and the def2-TZVPD basis

As for the relative energy (zero: lowest compared OMol25 entry of this formula, charge and spin): 17.8 kJ/mol. The calculation puts the HOMO energy at -3.5 eV. Its total charge is -1. The energy comes out at -83581.7496 eV. For the orbital gap, the calculation gives 0.2194 Eh.

XYZ file:
```
13
C4H4LiN2SSe | the Open Molecules 2025 dataset | the ωB97M-V functional and the def2-TZVPD basis
Li 0.88357 -1.23472 0.61637
Se -0.09191 -3.04903 -1.00118
S -2.18374 1.19195 -1.07364
C -1.18413 2.33167 -0.26776
C -0.37764 1.68458 0.60395
N -0.53182 0.31743 0.65782
C -1.45472 -0.06897 -0.17908
H -1.22677 3.38647 -0.47914
H 0.36268 2.15050 1.23712
H -1.66575 -1.11422 -0.36676
N 2.98501 -1.72994 0.15172
C 3.12227 -1.04962 1.09618
H 1.36294 -2.81610 -0.99560
```

Here are the Mulliken charges for atoms 1 to 4, given in e: 0.84, -0.93, -0.14, -0.11


[4]
C25H59NO3P | the ωB97M-V functional and the def2-TZVPD basis

The calculation puts the HOMO energy at -1.2 eV. Its total charge is -1. The energy comes out at -43803.8755 eV. For the orbital gap, the calculation gives 0.1225 Eh.

XYZ file:
```
89
C25H59NO3P | the Open Molecules 2025 dataset | the ωB97M-V functional and the def2-TZVPD basis
C 0.12776 -1.37069 1.85391
C 1.59360 -0.95349 2.18452
O 1.89008 -0.90250 3.58343
P 1.90007 -2.45363 4.25750
O 0.53440 -2.66312 4.87508
C 3.23762 -2.48212 5.54714
C 2.72853 -2.18110 7.01179
C 2.74575 -3.51572 7.88756
N 1.69396 -4.45762 7.52582
O 2.05798 -3.62040 3.05970
C 3.40775 -4.00566 2.79530
C 3.31763 -5.23643 1.82004
H 0.07771 -2.47550 1.79510
H -0.13092 -1.00017 0.82997
H -0.63296 -0.95662 2.53986
H 1.73120 0.08484 1.79820
H 2.31245 -1.58185 1.60652
H 4.01055 -1.71896 5.28359
H 3.77716 -3.45209 5.62265
H 1.75113 -1.66678 7.03526
H 3.49678 -1.50664 7.48366
H 3.73654 -4.00107 7.64864
H 2.70808 -3.27403 8.98039
H 2.16113 -5.23074 7.03795
H 3.95406 -4.36928 3.68786
H 3.99752 -3.23775 2.24404
H 2.95751 -4.94588 0.81345
H 4.35400 -5.62224 1.71143
H 2.70722 -6.05520 2.24705
C -2.73436 3.43485 -3.63775
C -1.44096 2.74776 -4.06086
C -1.49989 1.22505 -3.93862
C -1.71311 0.69551 -2.51904
C -0.66544 1.13861 -1.49726
C 0.73961 0.65123 -1.82515
H -2.96397 3.25032 -2.58650
H -2.64830 4.51560 -3.77213
H -3.57543 3.08587 -4.24162
H -0.60574 3.14676 -3.47796
H -1.23565 3.00389 -5.10474
H -0.57764 0.80359 -4.35110
H -2.30944 0.84882 -4.57365
H -1.72975 -0.39886 -2.55710
H -2.70213 0.99715 -2.16097
H -0.95065 0.74521 -0.51749
H -0.66365 2.22815 -1.40007
H 0.76912 -0.43990 -1.88158
H 1.43942 0.96850 -1.04947
H 1.09575 1.05430 -2.77577
C -1.16298 5.45495 -0.51026
C -1.83412 5.88336 0.78935
C -3.28201 5.40645 0.90283
C -4.23200 5.95417 -0.16438
C -4.31828 7.47929 -0.23554
C -4.85388 8.11399 1.04256
H -1.66452 5.87947 -1.38240
H -0.12471 5.79309 -0.52952
H -1.16492 4.36677 -0.60652
H -1.77934 6.97133 0.88999
H -1.26670 5.46984 1.62780
H -3.66013 5.66552 1.89661
H -3.30029 4.31266 0.85325
H -5.23274 5.55137 0.02425
H -3.93659 5.57316 -1.14697
H -4.98094 7.74948 -1.06354
H -3.34004 7.90572 -0.47561
H -5.85120 7.73435 1.27662
H -4.92392 9.19757 0.92766
H -4.20241 7.91489 1.89541
C 2.28874 -2.98750 -1.53139
C 1.40723 -4.16822 -1.92067
C 1.77400 -4.77222 -3.27598
C 1.61854 -3.82808 -4.47016
C 0.21771 -3.24365 -4.65722
C -0.84615 -4.30057 -4.92941
H 2.19194 -2.16039 -2.23780
H 2.00323 -2.61425 -0.54495
H 3.33973 -3.28449 -1.48883
H 0.35724 -3.86238 -1.90913
H 1.50776 -4.94406 -1.15651
H 1.16671 -5.66865 -3.43695
H 2.81262 -5.11851 -3.24158
H 1.90034 -4.37068 -5.37913
H 2.33296 -3.00424 -4.38004
H 0.24341 -2.54862 -5.50228
H -0.06804 -2.65130 -3.78319
H -0.60250 -4.87544 -5.82624
H -1.81841 -3.82885 -5.08498
H -0.94744 -4.99529 -4.09369
```

Here are the Mulliken charges for atoms 1 to 4, given in e: -0.60, -0.04, -0.47, 0.91


[5]
C3H10OS | the ωB97M-V functional and the def2-TZVPD basis

As for the relative energy (zero: lowest compared OMol25 entry of this formula, charge and spin): 26.3 kJ/mol. The calculation puts the HOMO energy at -8.4 eV. As for the SMILES: CCSC.O. The energy comes out at -16155.5931 eV. For the orbital gap, the calculation gives 0.3405 Eh.

XYZ file:
```
15
C3H10OS | the Open Molecules 2025 dataset | the ωB97M-V functional and the def2-TZVPD basis
C -0.78387 1.50273 -0.25282
C -0.69350 1.86622 -1.72889
S 0.73950 1.22302 -2.63256
C 1.11305 -0.27951 -1.72509
H 0.20442 1.60464 0.22231
H -1.40497 2.24183 0.26827
H -1.17064 0.49434 -0.11471
H -1.58394 1.49713 -2.23189
H -0.71412 2.94583 -1.77172
H 0.36820 -1.05904 -1.76888
H 1.32328 -0.05180 -0.68469
H 2.04191 -0.68404 -2.12046
O 0.57542 -3.84097 4.85674
H 0.12564 -3.01725 5.08469
H -0.14040 -4.44313 4.59969
```

Here are the Mulliken charges for atoms 1 to 4, given in e: -1.15, -0.34, -0.11, -0.85


[6]
C4H13NOS | the ωB97M-V functional and the def2-TZVPD basis

As for the relative energy (zero: lowest compared OMol25 entry of this formula, charge and spin): 66.9 kJ/mol. The calculation puts the HOMO energy (alpha / beta) at 0.9 / -5.4 eV. As for the spin multiplicity: 2. Its total charge is -1. The energy comes out at -18730.0947 eV. For the orbital gap (alpha / beta), the calculation gives 0.0792 / 0.3078 Eh.

XYZ file:
```
20
C4H13NOS | the Open Molecules 2025 dataset | the ωB97M-V functional and the def2-TZVPD basis
C -0.65536 -1.32419 0.09188
C -1.88679 -1.03929 0.98167
S -3.19391 0.05502 0.31849
C -0.05165 -0.16483 -0.72071
N 0.08425 1.06630 0.04886
C 0.68292 2.17298 -0.65727
H -0.99049 -2.03993 -0.66154
H 0.14303 -1.79156 0.67065
H -2.31883 -2.01622 1.19324
H -1.58076 -0.62898 1.94398
H -2.40892 0.93858 -0.30584
H -0.61279 0.03148 -1.63172
H 0.92453 -0.55446 -1.04659
H 0.45213 0.82966 0.96050
H 1.60188 2.54652 -0.19653
H 1.05214 1.79299 -1.62182
H 0.00884 3.00725 -0.87576
H 2.33919 -0.47432 0.27502
H 3.66926 -1.20513 0.46143
O 2.74133 -1.20184 0.77206
```

Here are the Mulliken charges for atoms 1 to 4, given in e: -1.14, -0.75, -0.20, -2.06


Which of these has the highest energy?
C3H10OS